Here is a single C8H6F8OS molecule at a distorted geometry from the Open Molecules 2025 dataset. Energies are from wB97M-V/def2-TZVPD.

Atoms and positions in Å:
F -0.09974 -0.75639 1.94387
F 1.53594 0.90496 0.24202
C -0.54191 -0.22820 -1.58929
F 1.50136 -0.11178 4.29795
H 0.36570 -1.19489 -4.04763
C -0.85190 -1.45457 -2.32404
H 1.14526 -2.21539 -2.79344
C -1.19836 0.30455 -0.48433
C 0.52383 1.41734 1.02415
F -0.28552 2.44620 -0.92332
H 2.14476 1.37293 3.17089
C -0.73209 1.64309 0.11683
C 0.30987 0.49109 2.26049
C 0.18203 -1.97921 -3.30294
H 0.29113 0.28031 -2.01070
C 1.67663 0.39336 3.04333
H -2.50642 -1.15241 -0.52093
F -0.68392 0.99091 3.07111
H -0.21129 -2.88216 -3.82497
S -2.12235 -2.44204 -1.94307
F 2.57454 -0.37847 2.37670
O -2.25012 -0.38440 0.05144
F -1.70547 2.28462 0.75660
F 0.93804 2.65056 1.40928

Calculated values
2S+1: 1
Highest occupied orbital energy in eV: -9.314
HOMO-LUMO gap in eV: 8.21
Total charge: 0
SMILES: CC(=S)/C=C(\O)C(F)(F)C(F)(F)C(F)(F)C(F)F

---

Here is 3 unconnected molecules or ions with the total composition C3H8ClN3 at a distorted geometry from the Open Molecules 2025 dataset. Energies are from wB97M-V/def2-TZVPD.

Atoms and positions in Å:
H 1.79686 1.54196 -0.46956
Cl 0.75553 -3.41764 -0.23606
H 0.33855 1.99840 0.41245
H -1.11543 0.87957 -2.26820
C 0.71213 1.62654 -0.54446
C -0.71306 0.10986 -1.60511
C -0.92470 0.05334 2.03511
H -0.04305 -1.71420 2.16993
N 0.08112 -0.77030 1.83544
N -1.73792 0.83462 2.25089
H 0.87867 -2.22918 -0.70094
H -1.11511 -0.88732 -1.70535
H 0.47361 -0.67846 0.90071
H 0.44339 2.33479 -1.33511
N 0.16943 0.31803 -0.73975

Calculated values
ΔE to the lowest compared entry with this formula, charge and spin in eV: 0.174
2S+1: 1
Highest occupied orbital energy in eV: -9.757
HOMO-LUMO gap in eV: 10.53
Total charge: 0
SMILES: C=NC.N#CN.Cl

---

Here is a single C6H16N2 molecule at a distorted geometry from the Open Molecules 2025 dataset. Energies are from wB97M-V/def2-TZVPD.

Atoms and positions in Å:
H 2.72630 -1.81019 -0.80178
H 1.42691 1.71073 -1.45728
N 1.24774 -0.29145 -1.03327
H 3.27193 -0.05049 -0.95442
N -0.44044 -0.08270 1.18756
H -1.11117 -1.93460 0.62762
C -1.33123 1.05615 1.46844
C 2.57765 -0.84395 -1.29959
H -2.16995 1.12686 0.73207
H 1.32231 0.64119 -2.96305
H -2.65723 0.07105 2.98037
C -1.99440 0.93056 2.86338
H -0.41906 -1.21925 -1.97400
C 0.16789 -1.26223 -1.01136
H -1.81979 -0.67947 -0.29706
H -1.12174 1.04833 3.49193
H 0.46837 -2.28377 -1.02393
H 0.50443 0.26417 1.18745
C -0.84552 -0.98925 0.13117
H -0.09555 1.01529 -1.96211
C 0.99681 0.82079 -1.92899
H 2.77921 -0.98059 -2.36680
H -2.70863 1.75068 2.98088
H -0.77484 1.99211 1.42277

Calculated values
ΔE to the lowest compared entry with this formula, charge and spin in eV: 1.936
2S+1: 1
Highest occupied orbital energy in eV: -8.155
HOMO-LUMO gap in eV: 9.19
Total charge: 0
SMILES: CCNCCN(C)C

---

Here is a molecular structure, CH7IN3 at a distorted geometry from the Open Molecules 2025 dataset. Energies are from wB97M-V/def2-TZVPD.

Atoms and positions in Å:
H 0.39399 1.85967 1.11677
H 0.74077 0.69028 -1.53804
H -0.59233 2.54007 -0.04258
H -1.08154 -2.50212 0.17671
I 2.45929 -0.01154 0.31450
H -1.18986 1.18436 0.80492
H -0.48736 -1.22741 -1.45778
N -0.30514 1.64376 0.45379
C 0.48808 0.30897 -0.53016
H 0.42444 -2.10524 0.71867
N -0.44110 -1.65003 0.51026
N -0.40924 -0.73078 -0.52706

Calculated values
ΔE to the lowest compared entry with this formula, charge and spin in eV: 3.420
2S+1: 1
Highest occupied orbital energy in eV: -13.600
HOMO-LUMO gap in eV: 9.30
Total charge: +1

---

Here is 8 unconnected molecules or ions with the total composition C31H62FO17S at a distorted geometry from the Open Molecules 2025 dataset. Energies are from wB97M-V/def2-TZVPD.

Atoms and positions in Å:
O -11.18962 -0.37369 -1.83148
O -10.85474 0.97114 -0.13531
H 9.00072 -1.59344 -3.86420
H 6.68498 -0.72620 0.22031
H 5.23207 -7.20199 -6.26323
H -11.89035 -2.32859 -1.69978
C 4.41262 -5.90570 -4.75152
C -12.70307 -0.48919 0.12155
C 2.09489 -2.29672 -3.38973
H -7.76839 0.01896 2.24352
C -5.21682 3.79719 3.87488
H 2.79688 -7.68006 -1.80160
C 1.29320 -1.59769 -2.31273
H -12.98252 -1.49307 -0.18709
C 2.49040 -6.17797 -3.26277
H -3.05821 5.49167 4.93412
C -11.80165 -1.52032 -2.42721
H 5.07871 -6.23300 -3.95168
H 9.60214 0.35137 -1.08062
C -8.56079 0.03451 2.99134
C 10.37212 1.32570 -2.87016
C 7.05852 -2.28629 1.71360
H 2.64834 1.58129 1.95195
C 3.41001 0.33117 -1.91498
H -10.30291 1.16181 3.52602
H 1.58102 2.99824 1.94453
H 4.01606 -7.74820 -3.06165
O 3.15320 -5.49487 -4.21959
H 1.72495 4.71071 3.00083
O -0.92256 3.99427 4.97454
H 3.61766 -6.57240 -6.63334
C -8.21554 3.01334 1.85189
H 1.31657 3.76583 5.24054
C -7.88288 2.21233 0.61688
C 8.66537 -1.50291 -2.83176
H -6.25089 4.10627 3.76175
C -4.31749 4.86812 3.25957
H 2.36386 -8.29612 -3.40287
H 2.37364 -3.29403 -3.06004
O 6.50685 -0.55126 -3.07937
H 10.51738 0.42841 -3.47211
H 9.52942 -1.37250 -2.18547
H -4.86598 5.80863 3.34382
O 3.75150 4.21329 2.93121
H -9.07493 -0.92846 2.96783
H 3.02991 3.29368 5.39014
H -12.46749 -0.52367 1.18244
H 2.41473 2.51981 0.47392
C 2.50977 2.58636 1.55516
H 0.96210 -0.60314 -2.61648
H 3.01665 -1.75803 -3.61648
H 2.70925 0.47325 -2.73424
H 10.06864 2.12548 -3.54551
C 2.55582 4.51688 3.67931
C 6.44074 -1.76159 0.44206
H 5.37801 0.29657 1.79806
C 2.96303 -7.55984 -2.86874
C -13.12599 -1.18425 -3.08082
H 5.61012 0.46238 3.53147
C 3.74241 3.40134 1.86825
F -4.98607 3.61811 5.23088
H -8.56529 1.39157 0.41838
H 6.16357 1.74123 2.43477
C -2.97253 5.08370 3.93576
O -2.62743 2.47186 4.23497
H 0.39531 -2.17116 -2.09038
H -13.54918 0.18017 -0.02724
H -10.06968 1.05800 1.79215
H 8.07681 0.38468 3.25089
O 7.39530 -1.41628 2.68154
H 3.60456 1.30827 -1.47763
H -5.09879 2.86750 3.32232
H 1.51250 -2.38651 -4.30756
C 6.06503 0.66403 2.56042
H 4.84790 -5.00072 -5.17180
C 2.93119 -0.58854 -0.82121
H 5.35838 -1.85571 0.51732
H 3.80404 -7.86518 -5.45874
H -13.53994 -2.06403 -3.57400
H -8.08397 0.15149 3.96459
H 1.99076 2.50199 4.21267
H -6.86836 1.82747 0.72239
C 2.20537 3.45716 4.69060
O 1.50754 -5.69330 -2.77850
H 9.18430 2.04240 -1.23611
O 4.75202 3.30573 1.20964
C -9.54238 1.16398 2.74462
O 2.01252 -1.53344 -1.07891
O -8.91050 2.44156 2.85224
O 7.20794 -3.46438 1.90944
C 4.25987 -6.95071 -5.83805
H 4.34570 -0.07312 -2.30025
H -12.98796 -0.39924 -3.82398
H -4.19686 4.69793 2.19404
C -11.50733 0.07944 -0.60732
C 7.42360 0.00445 2.46666
H -7.91699 2.88153 -0.23876
O 3.41748 -0.53112 0.27758
S -1.86685 3.66583 3.93927
H -13.85492 -0.82176 -2.35606
H 2.77596 5.45549 4.18554
C 7.65000 -0.38506 -2.75236
O 8.03343 0.84070 -2.35689
C 9.31931 1.12171 -1.80026
O -1.24245 3.67766 2.62029
H 8.17299 -2.42711 -2.54019
H 11.32682 1.59384 -2.41703
H -2.43267 5.82909 3.35771
H 7.91272 0.22665 1.51542
H -11.09313 -1.85510 -3.18222
O -7.81866 4.13685 1.99872
H 6.79108 -2.36798 -0.39171

Calculated values
2S+1: 1
Highest occupied orbital energy in eV: -4.899
HOMO-LUMO gap in eV: 6.49
Total charge: -1

---

Here is 2 unconnected molecules or ions with the total composition C7H6F3N2O3 at a distorted geometry from the Open Molecules 2025 dataset. Energies are from wB97M-V/def2-TZVPD.

Atoms and positions in Å:
N -1.76030 -0.72225 -1.50989
F 1.26223 1.58094 -1.07022
F 1.63850 2.37989 0.87678
H -0.89079 -2.53862 0.51869
N -1.62350 0.21717 0.52008
H -1.38875 2.31435 -0.12942
C -1.59242 0.67299 -1.65415
F 3.07695 1.15602 -0.09760
H 0.60498 -0.87848 2.38125
O 0.64815 -2.26297 0.55582
C -1.72868 -0.87795 -0.16779
C 1.30302 0.05019 0.87426
H -1.19300 -1.24763 -2.25018
O -1.82703 -2.13073 0.35173
H -1.65389 1.19837 -2.64360
C 1.04117 -1.18784 -0.03586
C 1.10414 0.04064 2.17723
H 1.42362 0.85009 2.80383
O 1.32557 -1.10581 -1.21438
C 1.76790 1.25920 0.14997
C -1.53787 1.23244 -0.43656

Calculated values
ΔE to the lowest compared entry with this formula, charge and spin in eV: 0.257
2S+1: 1
Highest occupied orbital energy in eV: -5.049
HOMO-LUMO gap in eV: 8.83
Total charge: -1